97
Properties=species:S:1:pos:R:3:forces:R:3 method="wB97M-V/def2-TZVPD" gap_ha=0.249 e_above_lowest_kj_mol=38.1
Sc -0.24247 0.14224 -0.17350 -0.7 0.1 0.3
C 3.46219 1.43337 2.36559 0.0 0.0 0.1
C 2.31242 1.49664 1.56043 0.0 0.0 0.0
N 1.39164 0.56216 1.55130 0.1 0.0 0.0
C 1.56399 -0.53681 2.32942 0.0 -0.1 0.1
C 2.71317 -0.71828 3.12767 0.0 0.0 0.0
C 3.65814 0.32981 3.14773 0.0 0.0 -0.1
C 2.91498 -1.95169 3.78945 -0.1 -0.1 0.0
C 2.01668 -2.96007 3.58898 0.1 0.1 0.0
C 0.85164 -2.76496 2.81964 -0.1 0.0 0.0
C 0.54288 -1.54168 2.25753 0.1 -0.1 0.0
N -0.61617 -1.19496 1.57050 0.3 0.0 0.1
C -1.83249 -1.56186 2.10951 0.0 0.0 0.0
C -2.05920 -2.32911 3.24409 0.0 0.0 0.0
C -3.35570 -2.61591 3.70829 0.0 0.0 0.0
C -4.46919 -2.14407 3.07966 0.0 0.0 0.0
C -4.29930 -1.29702 1.96136 0.0 0.0 0.0
C -5.38943 -0.68083 1.31090 0.0 0.0 0.0
C -5.16030 0.20056 0.29689 0.0 0.0 0.0
C -3.83108 0.45994 -0.08101 0.0 0.0 0.0
N -2.79440 -0.12363 0.47030 0.1 0.1 0.0
C -3.00185 -0.99970 1.48446 -0.1 0.0 0.0
H 4.17980 2.24056 2.33411 0.0 0.0 0.0
H 2.15069 2.34532 0.90791 0.0 0.0 0.0
H 4.54711 0.22851 3.75836 0.0 0.0 0.0
H 3.79968 -2.09398 4.39537 0.0 0.0 0.0
H 2.18876 -3.93347 4.03056 0.0 0.0 0.0
H 0.17449 -3.59652 2.68768 0.0 0.0 0.0
H -1.23518 -2.71410 3.81972 0.0 0.0 0.0
H -3.45509 -3.23351 4.59236 0.0 0.0 0.0
H -5.46578 -2.37468 3.43177 0.0 0.0 0.0
H -6.39540 -0.90338 1.64624 0.0 0.0 0.0
H -5.96845 0.70590 -0.21281 0.0 0.0 0.0
H -3.62890 1.17332 -0.86786 0.0 0.0 0.0
C -1.17783 3.74556 2.52549 0.0 0.0 0.0
C -0.89225 2.45875 2.04703 0.0 -0.1 0.0
N -0.96956 2.13641 0.77516 0.1 0.1 0.0
C -1.37520 3.07011 -0.12694 0.0 0.1 0.0
C -1.59950 4.40973 0.25213 0.0 0.0 0.0
C -1.50218 4.72035 1.62443 0.0 0.0 0.0
C -1.89909 5.37464 -0.73842 0.0 0.0 0.0
C -1.94982 4.97636 -2.04168 0.0 0.1 0.0
C -1.77585 3.63020 -2.42075 0.0 -0.1 0.0
C -1.53767 2.63117 -1.48961 0.0 0.0 0.0
N -1.39622 1.27498 -1.67606 0.0 0.1 -0.2
C -2.02992 0.58390 -2.67873 0.0 -0.1 -0.1
C -2.83300 1.07344 -3.70175 0.0 0.0 0.0
C -3.48345 0.22659 -4.61930 0.0 0.0 0.0
C -3.38951 -1.13010 -4.54598 0.0 0.0 0.0
C -2.64199 -1.69468 -3.48736 0.0 0.0 0.0
C -2.60739 -3.08693 -3.25565 0.0 0.0 0.0
C -1.97223 -3.58075 -2.15494 0.0 0.0 0.0
C -1.32102 -2.67826 -1.30037 0.0 0.0 0.0
N -1.27929 -1.38451 -1.52106 0.0 -0.1 0.0
C -1.95701 -0.85827 -2.58078 0.0 0.0 0.0
H -1.10863 3.94996 3.58438 0.0 0.0 0.0
H -0.58320 1.67308 2.72510 0.0 0.0 0.0
H -1.68740 5.73749 1.94736 0.0 0.0 0.0
H -2.06381 6.40460 -0.45110 0.0 0.0 0.0
H -2.13795 5.70616 -2.81959 0.0 0.0 0.0
H -1.77586 3.40675 -3.47364 0.0 0.0 0.0
H -3.01472 2.12649 -3.80906 0.0 0.0 0.0
H -4.07959 0.68477 -5.39847 0.0 0.0 0.0
H -3.89627 -1.77736 -5.24890 0.0 0.0 0.0
H -3.12015 -3.74416 -3.94770 0.0 0.0 0.0
H -1.95846 -4.63744 -1.92812 0.0 0.0 0.0
H -0.82146 -3.03124 -0.40741 0.0 0.0 0.0
C 1.72463 3.15535 -1.60920 0.0 0.0 0.1
C 2.18556 2.40150 -2.85064 0.0 0.0 -0.1
C 1.04750 2.03218 -3.80396 0.0 0.1 0.0
C 3.04727 1.18364 -2.58242 0.0 0.0 0.1
C 4.29304 1.17887 -3.19718 0.0 0.0 0.0
C 5.13182 0.08060 -3.15432 0.0 0.0 0.0
C 4.68705 -1.04160 -2.48949 0.0 0.0 0.0
C 3.45619 -1.08967 -1.83951 0.0 0.0 0.0
C 3.18272 -2.39785 -1.11698 0.0 0.0 0.1
C 3.77977 -2.32690 0.28926 0.0 0.0 0.0
C 1.73764 -2.86471 -1.06965 0.0 0.0 0.0
C 2.61373 0.04725 -1.84790 0.0 0.0 -0.1
O 1.43552 0.04530 -1.20530 0.1 0.0 -0.2
H 1.15064 4.04223 -1.88661 0.0 0.0 0.0
H 2.58869 3.47516 -1.02214 0.0 0.0 0.0
H 1.09205 2.53756 -0.97558 0.0 0.0 0.0
H 2.82978 3.09998 -3.39494 0.0 0.0 0.0
H 0.42029 1.25081 -3.38426 0.0 0.0 0.0
H 1.45929 1.67037 -4.74734 0.0 0.0 0.0
H 0.42356 2.90277 -4.01636 0.0 0.0 0.0
H 4.59973 2.06325 -3.74428 0.0 0.0 0.0
H 6.09377 0.09199 -3.64880 0.0 0.0 0.0
H 5.31162 -1.92832 -2.46185 0.0 0.0 0.0
H 3.73655 -3.16000 -1.67495 0.0 0.0 0.0
H 3.37294 -1.45998 0.80444 0.0 0.0 0.0
H 4.86325 -2.20541 0.24972 0.0 0.0 0.0
H 3.54400 -3.21656 0.87836 0.0 0.0 0.0
H 1.17778 -2.33375 -0.30049 0.0 0.0 0.0
H 1.70448 -3.92825 -0.81662 0.0 0.0 0.0
H 1.23855 -2.71753 -2.02678 0.0 0.0 0.0

83
Properties=species:S:1:pos:R:3:forces:R:3 method="wB97M-V/def2-TZVPD" gap_ha=0.302 smiles="C[C@@H](O)CON(P(N)O)S(=O)(=O)F.O=C1C=CC(=O)C=C1.O=C1C=CC(=O)C=C1.O=C1C=CC(=O)C=C1.O=C1C=CC(=O)C=C1.O=C1C=CC(=O)C=C1"
C -9.21533 1.18691 2.19395 0.0 -0.1 0.2
C -7.71595 1.44418 2.12383 -0.3 -0.3 -0.3
O -7.02658 0.76713 3.16980 0.0 0.1 0.1
C -7.12662 1.02519 0.78703 0.4 0.4 0.2
O -7.18527 -0.40219 0.70450 -0.3 0.0 -0.1
N -6.97308 -0.83237 -0.62404 -0.7 -0.3 -0.3
P -6.13479 -2.40241 -0.61241 0.5 -0.2 0.0
N -4.80684 -1.90130 0.28939 0.0 0.0 -0.2
O -6.99651 -3.22534 0.49082 0.0 0.1 -0.1
S -8.47014 -0.74573 -1.44017 0.3 0.3 0.5
O -9.54230 -0.96099 -0.53898 -0.1 -0.1 -0.1
O -8.45435 0.36771 -2.31509 0.0 0.0 -0.1
F -8.34359 -2.01206 -2.34324 0.1 0.0 0.0
H -9.45713 0.21354 1.76526 0.0 0.0 -0.1
H -9.53355 1.18086 3.23828 0.0 0.1 0.0
H -9.78751 1.95152 1.67093 0.0 0.0 -0.1
H -7.51830 2.51482 2.22207 0.1 0.0 0.2
H -7.58010 0.03442 3.46192 0.1 0.1 0.0
H -6.08445 1.34234 0.72904 0.0 -0.1 -0.1
H -7.66512 1.50398 -0.03358 -0.1 -0.1 0.0
H -4.00129 -1.72247 -0.29675 0.0 0.1 0.1
H -4.94828 -1.12349 0.92446 0.0 0.0 0.1
H -6.95008 -2.84630 1.37743 -0.1 0.0 0.1
C -0.82419 -2.12297 -3.31651 0.0 0.0 0.0
C -1.75077 -1.45630 -2.63450 0.0 0.0 0.0
C -1.40195 -0.69705 -1.40662 0.0 0.0 -0.1
O -2.25412 -0.09090 -0.78652 -0.1 0.0 0.1
C 0.01274 -0.70686 -0.96842 0.0 0.0 0.0
C 0.94380 -1.37510 -1.64505 0.0 0.0 0.0
C 0.59586 -2.13187 -2.87554 0.0 0.0 0.0
O 1.43959 -2.73286 -3.50524 0.0 0.0 0.0
H -1.04994 -2.68222 -4.21552 0.0 0.0 0.0
H -2.79118 -1.42951 -2.93569 0.0 0.0 0.0
H 0.23870 -0.14330 -0.07181 0.0 0.0 0.0
H 1.98665 -1.39671 -1.35065 -0.1 0.0 0.0
C -3.38943 3.46446 -0.03040 0.0 0.0 0.0
C -2.68888 4.44830 0.52662 0.0 0.0 0.0
C -3.23205 5.82836 0.61336 0.0 0.0 0.0
O -2.59371 6.72535 1.11864 0.0 0.0 0.0
C -4.58889 6.06807 0.05598 0.0 0.0 0.0
C -5.29001 5.08464 -0.50085 0.0 0.0 0.0
C -4.74519 3.70599 -0.58640 0.1 0.0 0.0
O -5.38296 2.80509 -1.08731 0.0 0.1 0.0
H -3.01672 2.44971 -0.10754 0.0 0.0 0.0
H -1.69965 4.29944 0.94026 0.0 0.0 0.0
H -4.96169 7.08160 0.13178 0.0 0.0 0.0
H -6.27934 5.23271 -0.91524 0.0 0.0 0.0
C 5.87557 -0.82912 -4.57535 0.0 0.0 0.0
C 5.23536 -1.38354 -3.55007 0.0 0.0 0.0
C 4.57102 -0.54651 -2.52250 0.0 0.0 0.0
O 3.99609 -1.05775 -1.58108 0.2 0.0 0.0
C 4.62863 0.92791 -2.67584 0.0 0.0 -0.1
C 5.27400 1.47866 -3.70123 0.0 0.0 0.0
C 5.94787 0.64710 -4.73100 0.0 0.0 0.0
O 6.53164 1.15110 -5.66520 0.0 0.0 0.0
H 6.37069 -1.41348 -5.34033 0.0 0.0 0.0
H 5.16419 -2.45464 -3.41225 0.0 0.0 0.0
H 4.13041 1.50761 -1.90700 0.0 -0.1 -0.1
H 5.33832 2.55063 -3.83995 0.0 0.0 0.0
C 6.72283 3.03244 2.23150 0.0 0.0 0.0
C 5.70799 3.19711 1.38773 0.0 0.0 0.0
C 4.94454 2.03299 0.87477 0.0 -0.1 0.0
O 4.02178 2.17555 0.09692 0.0 0.2 0.1
C 5.34803 0.68252 1.33025 0.0 0.0 0.0
C 6.36396 0.51667 2.17248 0.0 0.0 0.0
C 7.13044 1.67731 2.69054 0.0 0.0 0.0
O 8.05666 1.52982 3.45803 0.0 0.0 0.0
H 7.29856 3.86189 2.62201 0.0 0.0 0.0
H 5.39091 4.17090 1.03651 0.0 0.0 0.0
H 4.77749 -0.14781 0.93171 0.0 0.0 0.0
H 6.68034 -0.46157 2.50600 0.0 0.0 0.0
C 8.04706 -3.70162 3.08050 0.0 0.0 0.0
C 8.31068 -4.86544 3.66741 0.0 0.0 0.0
C 7.67831 -6.12608 3.19828 0.0 0.0 0.0
O 7.91660 -7.18552 3.73336 0.0 0.0 0.0
C 6.74158 -6.03664 2.04782 0.0 0.0 0.0
C 6.47847 -4.87262 1.46106 0.0 0.0 0.0
C 7.11097 -3.61583 1.93190 0.0 0.0 0.0
O 6.87093 -2.55392 1.39494 0.0 0.0 0.0
H 8.49510 -2.76992 3.40329 0.0 0.0 0.0
H 8.98942 -4.95647 4.50571 0.0 0.0 0.0
H 6.29440 -6.96811 1.72506 0.0 0.0 0.0
H 5.79964 -4.77958 0.62279 0.0 0.0 0.0